# 1
Density functional theory data (ωB97M-V/def2-TZVPD) for a 3-piece molecular cluster, C5H7N3O overall.

Results
relative energy (zero: lowest compared OMol25 entry of this formula, charge and spin): 211.5 kcal/mol
multiplicity: 1
HOMO-LUMO gap: 6.865 eV
molar mass: 125.13 g mol⁻¹

Each line ends with the Mulliken charge.
CARTESIAN COORDINATES (ANGSTROEM)
1 C -1.18 0.51 0.13  0.0646
2 C 0.67 -0.75 -0.01  0.4885
3 C 2.04 -0.98 -0.24  -0.3576
4 C 2.82 0.22 0.23  -0.5932
5 C -1.60 -0.82 0.27  0.2538
6 H -2.46 1.86 -0.88  0.2119
7 H -2.10 1.96 0.79  0.3104
8 H 0.51 1.40 -0.52  0.3623
9 H 2.23 -2.12 -1.17  0.2814
10 H 2.18 1.34 1.62  0.2121
11 H 3.93 0.45 -0.19  0.2627
12 H -2.38 -2.41 -0.14  0.4150
13 N -1.77 1.78 -0.23  -0.5768
14 N 0.16 0.51 0.06  -0.0993
15 N -0.30 -1.54 0.20  -0.6920
16 O -2.75 -1.41 0.06  -0.5438

# 2
Density functional theory data (ωB97M-V/def2-TZVPD) for a single C5H7N3O molecule.

Results
relative energy (zero: lowest compared OMol25 entry of this formula, charge and spin): 75.7 kcal/mol
multiplicity: 1
HOMO-LUMO gap: 10.467 eV
molar mass: 125.13 g mol⁻¹

Each line ends with the Mulliken charge.
CARTESIAN COORDINATES (ANGSTROEM)
1 C 1.35 1.47 -0.41  -1.2755
2 C 0.74 0.21 0.07  1.2728
3 N -0.67 0.05 0.09  0.5578
4 C -1.33 -1.07 -0.25  0.0828
5 C -2.64 -0.68 -0.13  -0.6511
6 N -2.73 0.59 0.27  -0.4231
7 N -1.57 1.04 0.47  -0.6372
8 C 1.62 -0.79 0.90  -0.9118
9 O 1.28 -0.89 -0.55  -0.5179
10 H 0.94 1.73 -1.40  0.3040
11 H 2.39 1.21 -0.49  0.3574
12 H 1.03 2.33 0.10  0.3759
13 H -0.81 -1.84 -0.72  0.4455
14 H -3.53 -1.25 -0.44  0.3813
15 H 2.61 -0.60 0.95  0.3194
16 H 1.31 -1.51 1.54  0.3199

# 3
Density functional theory data (ωB97M-V/def2-TZVPD) for C5H7N3O2 as an isolated structure.

Results
relative energy (zero: lowest compared OMol25 entry of this formula, charge and spin): 119.7 kcal/mol
multiplicity: 1
HOMO-LUMO gap: 9.664 eV
molar mass: 141.13 g mol⁻¹

Each line ends with the Mulliken charge.
CARTESIAN COORDINATES (ANGSTROEM)
1 O 0.57 2.04 0.14  -0.5987
2 C -0.20 1.11 0.02  0.4087
3 C -1.70 1.29 0.05  -0.4465
4 N -2.53 0.14 -0.24  -0.5945
5 C -1.96 -0.93 -0.65  -0.0154
6 N -0.65 -1.25 -0.50  -0.2657
7 C 0.26 -0.34 0.13  0.3121
8 C 1.69 -0.53 -0.30  0.3563
9 N 2.43 -1.48 -0.55  -0.6838
10 H -1.94 1.65 1.07  0.2772
11 H -1.94 2.15 -0.60  0.3377
12 H -2.57 -1.74 -1.07  0.3787
13 H -0.29 -2.15 -0.79  0.2513
14 H 0.29 -0.56 1.21  0.2054
15 O 2.84 0.41 0.80  -0.7239
16 H 2.20 1.08 1.12  0.2932
17 H 3.51 -0.89 0.15  0.5079

# 4
Density functional theory data (ωB97M-V/def2-TZVPD) for a single C5H7N3O2 molecule.

Results
relative energy (zero: lowest compared OMol25 entry of this formula, charge and spin): 83.4 kcal/mol
multiplicity: 1
HOMO-LUMO gap: 9.110 eV
molar mass: 141.13 g mol⁻¹

Each line ends with the Mulliken charge.
CARTESIAN COORDINATES (ANGSTROEM)
1 H -2.44 2.33 1.69  0.2632
2 N -1.93 2.32 0.82  -0.5869
3 C -1.24 1.48 0.32  0.2622
4 N -0.87 0.97 -0.91  -0.7076
5 C -0.89 -0.04 0.18  1.0605
6 C -1.86 -1.21 0.27  -1.4397
7 C 0.56 -0.56 0.25  -0.1477
8 N 1.48 0.01 -0.37  -0.3644
9 C 2.83 -0.21 -0.16  0.6256
10 O 3.30 -0.50 0.93  -0.5349
11 O 3.64 -0.06 -1.24  -0.4694
12 H 0.13 1.16 -1.24  0.4012
13 H -1.50 -2.23 0.25  0.4449
14 H -2.31 -0.97 1.22  0.2726
15 H -2.60 -1.17 -0.63  0.3232
16 H 0.50 -1.59 0.65  0.2650
17 H 3.19 0.26 -2.04  0.3322

# 5
Density functional theory data (ωB97M-V/def2-TZVPD) for a single C5H7N3O2 molecule.

Results
relative energy (zero: lowest compared OMol25 entry of this formula, charge and spin): 12.4 kcal/mol
multiplicity: 1
HOMO-LUMO gap: 9.605 eV
molar mass: 141.13 g mol⁻¹

Each line ends with the Mulliken charge.
CARTESIAN COORDINATES (ANGSTROEM)
1 N 1.29 -1.55 0.07  -0.7958
2 C 1.06 -0.14 0.45  0.3802
3 C 2.08 0.83 -0.15  0.4067
4 O 1.91 2.01 -0.02  -0.5335
5 O 3.13 0.22 -0.79  -0.4783
6 C -0.31 0.26 0.07  0.0603
7 N -1.17 -0.50 -0.48  -0.5082
8 C -2.31 0.22 -0.68  -0.5987
9 C -2.15 1.47 -0.13  -0.2782
10 N -0.85 1.52 0.30  -0.0721
11 H 0.83 -2.08 0.79  0.3077
12 H 0.72 -1.69 -0.73  0.2688
13 H 1.15 -0.17 1.58  0.3190
14 H 3.17 -0.69 -0.70  0.3601
15 H -3.15 -0.15 -1.16  0.4677
16 H -2.63 2.34 -0.11  0.4810
17 H -0.66 2.34 0.84  0.2133

# 6
Density functional theory data (ωB97M-V/def2-TZVPD) for a 2-piece molecular cluster, C5H7N3O2 overall.

Results
relative energy (zero: lowest compared OMol25 entry of this formula, charge and spin): 36.2 kcal/mol
multiplicity: 1
HOMO-LUMO gap: 10.763 eV
molar mass: 141.13 g mol⁻¹

Each line ends with the Mulliken charge.
CARTESIAN COORDINATES (ANGSTROEM)
1 N 2.43 0.68 1.05  -0.4891
2 C 1.66 -0.07 0.61  0.1241
3 C 0.64 -1.08 0.20  0.3767
4 O 0.94 -1.60 -1.06  -0.5272
5 C -0.76 -0.51 0.30  0.3390
6 C -1.91 -1.11 0.86  -0.4378
7 C -2.92 -0.20 0.62  -0.5378
8 N -2.36 0.83 -0.05  0.2291
9 N -1.06 0.66 -0.25  -0.7220
10 H 0.72 -1.90 0.92  0.2675
11 H 0.83 -0.90 -1.74  0.3898
12 H -1.97 -2.04 1.42  0.3403
13 H -3.97 -0.19 0.90  0.4357
14 H -2.82 1.67 -0.38  0.2266
15 O 3.85 1.89 -1.33  -0.6616
16 H 2.96 1.78 -1.71  0.2936
17 H 3.74 2.08 -0.37  0.3530

# 7
Density functional theory data (ωB97M-V/def2-TZVPD) for a single C5H7N3O2 molecule.

Results
relative energy (zero: lowest compared OMol25 entry of this formula, charge and spin): 53.0 kcal/mol
multiplicity: 1
HOMO-LUMO gap: 10.298 eV
molar mass: 141.13 g mol⁻¹

Each line ends with the Mulliken charge.
CARTESIAN COORDINATES (ANGSTROEM)
1 N -2.95 0.59 -0.61  -0.4695
2 C -2.32 -0.11 0.34  0.3629
3 O -3.10 -0.97 0.83  -0.6558
4 C -0.87 -0.50 0.15  -0.2777
5 C 0.11 0.66 0.05  -0.3300
6 C 1.52 0.20 0.09  0.3566
7 N 2.01 -1.01 0.03  -0.4814
8 C 3.36 -0.78 0.03  -0.1019
9 N 3.69 0.47 0.13  -0.3273
10 O 2.48 1.12 0.17  -0.1566
11 H -2.62 1.53 -0.77  0.2334
12 H -3.95 0.05 -0.60  0.3183
13 H -0.61 -1.15 1.00  0.3099
14 H -0.81 -1.12 -0.75  0.2633
15 H -0.02 1.22 -0.89  0.2364
16 H -0.02 1.38 0.87  0.3094
17 H 4.11 -1.56 -0.08  0.4102

# 8
Density functional theory data (ωB97M-V/def2-TZVPD) for a single C5H7N3O3 molecule.

Results
relative energy (zero: lowest compared OMol25 entry of this formula, charge and spin): 97.0 kcal/mol
multiplicity: 1
HOMO-LUMO gap: 9.263 eV
molar mass: 157.13 g mol⁻¹

Each line ends with the Mulliken charge.
CARTESIAN COORDINATES (ANGSTROEM)
1 O 2.47 1.84 -1.22  -0.5724
2 N 1.60 1.75 -0.36  1.0254
3 O 1.30 2.60 0.46  -0.5699
4 C 0.91 0.42 -0.49  0.2140
5 C 1.74 -0.69 0.11  -0.6730
6 O 0.88 -1.73 0.52  -0.5221
7 C -0.50 0.18 -0.12  0.3028
8 N -1.30 -0.22 -1.10  -0.6359
9 C -2.56 -0.41 -0.51  -0.3640
10 C -2.50 -0.13 0.80  -0.4863
11 N -1.17 0.19 1.09  -0.0401
12 H 0.84 0.25 -1.70  0.2152
13 H 2.22 -0.24 1.07  0.3274
14 H 2.53 -1.04 -0.57  0.3201
15 H 0.83 -2.31 -0.27  0.3646
16 H -3.23 -0.71 -1.21  0.5162
17 H -3.22 -0.35 1.57  0.3609
18 H -0.86 0.60 1.93  0.2170

# 9
Density functional theory data (ωB97M-V/def2-TZVPD) for a 2-piece molecular cluster, C5H7N3S2 overall.

Results
relative energy (zero: lowest compared OMol25 entry of this formula, charge and spin): 30.7 kcal/mol
multiplicity: 1
HOMO-LUMO gap: 8.723 eV
molar mass: 173.27 g mol⁻¹

Each line ends with the Mulliken charge.
CARTESIAN COORDINATES (ANGSTROEM)
1 C -1.32 1.01 -0.89  -0.7186
2 C -2.28 0.24 -0.26  0.4580
3 C 0.09 -0.56 0.14  -0.4559
4 C 3.40 0.30 -1.30  0.4166
5 C 3.25 -2.02 -0.10  -0.3815
6 N -0.08 0.48 -0.64  0.1702
7 N 2.58 0.86 -1.90  -0.5786
8 N -3.63 0.63 -0.13  -0.5119
9 S -1.53 -1.03 0.68  -0.1344
10 S 4.54 -0.65 -0.51  -0.1197
11 H -1.32 1.65 -1.69  0.3978
12 H 2.40 -1.28 0.07  0.0377
13 H 3.39 -2.56 0.84  0.3520
14 H 3.00 -2.68 -0.96  0.2586
15 H 0.67 0.77 -1.23  0.3168
16 H -4.26 -0.21 0.19  0.2494
17 H -3.97 1.30 -0.90  0.2435

# 10
Density functional theory data (ωB97M-V/def2-TZVPD) for an isolated ion of composition C5H7N4O and charge +1.

Results
relative energy (zero: lowest compared OMol25 entry of this formula, charge and spin): 128.1 kcal/mol
multiplicity: 1
HOMO-LUMO gap: 8.883 eV
charge: +1
molar mass: 139.14 g mol⁻¹

Each line ends with the Mulliken charge.
CARTESIAN COORDINATES (ANGSTROEM)
1 O -3.41 1.33 0.61  -0.5647
2 N -2.57 0.68 0.05  0.9911
3 N -2.53 0.19 -1.12  -0.5821
4 C -1.39 -0.58 -1.43  -0.3273
5 N -0.45 -0.38 -0.35  0.1512
6 C 0.83 -0.48 -0.24  -0.0428
7 C 1.49 0.31 0.78  -0.6456
8 N 0.86 1.52 1.03  -0.4110
9 C -0.40 1.55 0.99  -0.1077
10 C -1.17 0.36 0.72  -0.0736
11 H -1.76 -1.69 -1.82  0.3129
12 H -0.99 -0.14 -2.37  0.3294
13 H 1.35 -0.98 -0.97  0.5504
14 H 1.75 -0.23 1.75  0.3438
15 H 2.50 0.61 0.34  0.3700
16 H -1.01 2.48 1.08  0.3919
17 H -1.15 -0.32 1.71  0.3141

# 11
Density functional theory data (ωB97M-V/def2-TZVPD) for a 2-piece molecular cluster, C5H7N5 overall.

Results
relative energy (zero: lowest compared OMol25 entry of this formula, charge and spin): 73.7 kcal/mol
multiplicity: 1
HOMO-LUMO gap: 9.480 eV
molar mass: 137.15 g mol⁻¹

Each line ends with the Mulliken charge.
CARTESIAN COORDINATES (ANGSTROEM)
1 C 4.68 1.19 -0.20  0.2868
2 C 5.46 0.20 0.36  0.3165
3 C -0.40 -0.62 1.10  -1.3849
4 C -0.15 0.42 -1.18  -1.3265
5 C 0.54 0.12 0.15  0.5296
6 N 4.03 2.02 -0.66  -0.3140
7 N 6.11 -0.61 0.83  -0.2876
8 N 2.26 -2.71 -0.88  -0.6272
9 N 1.90 -1.71 -0.50  0.6473
10 N 1.76 -0.62 -0.07  -0.2496
11 H -1.18 0.06 1.45  0.3888
12 H 0.14 -1.00 1.97  0.3785
13 H -0.86 -1.46 0.60  0.3345
14 H -0.55 -0.49 -1.62  0.3467
15 H 0.55 0.87 -1.88  0.3550
16 H -0.98 1.11 -1.03  0.3831
17 H 0.88 1.06 0.59  0.2230

# 12
Density functional theory data (ωB97M-V/def2-TZVPD) for C5H7N5O2 as an isolated structure.

Results
relative energy (zero: lowest compared OMol25 entry of this formula, charge and spin): 199.6 kcal/mol
multiplicity: 1
HOMO-LUMO gap: 8.227 eV
molar mass: 169.14 g mol⁻¹

Each line ends with the Mulliken charge.
CARTESIAN COORDINATES (ANGSTROEM)
1 C -0.44 -3.23 0.35  -0.6554
2 C -0.06 -0.91 -0.07  0.5029
3 C 1.89 0.27 0.28  0.3020
4 C -0.04 1.61 -0.19  0.2092
5 C -0.72 0.22 -0.34  0.4783
6 H -0.87 -3.60 1.64  0.2304
7 H 0.79 -3.23 0.08  0.3119
8 H -0.99 -4.05 -0.68  0.2073
9 H 3.60 -0.51 1.20  0.2390
10 H 3.61 1.05 0.88  0.2836
11 H -0.28 3.72 0.67  0.3249
12 H -1.71 2.61 -0.15  0.3353
13 N 1.22 -0.96 0.23  -0.5849
14 N 3.01 0.23 1.20  -0.4833
15 N 1.37 1.40 0.19  -0.5232
16 N -0.60 2.81 -0.02  -0.4615
17 N -2.16 -0.06 -0.62  0.0679
18 O -0.92 -1.96 -0.14  -0.2759
19 O -2.56 1.00 -1.19  -0.5085

# 13
Density functional theory data (ωB97M-V/def2-TZVPD) for a 2-piece molecular cluster, C5H7N5S overall.

Results
relative energy (zero: lowest compared OMol25 entry of this formula, charge and spin): 0.1 kcal/mol
multiplicity: 1
HOMO-LUMO gap (alpha / beta): 5.818 / 5.815 eV
charge: +2
molar mass: 169.21 g mol⁻¹

Each line ends with the Mulliken charge.
CARTESIAN COORDINATES (ANGSTROEM)
1 C 0.17 -1.60 -0.45  -0.2797
2 C 0.26 1.84 -0.82  -0.1315
3 C 1.28 -2.09 -2.38  -0.0358
4 C 0.87 0.13 -2.00  0.2319
5 C 0.31 -0.28 -0.75  0.5822
6 N 0.75 -2.43 -1.31  -0.3440
7 N -0.15 0.82 -0.11  -0.5626
8 N 0.81 1.51 -1.99  -0.0145
9 N 1.28 -0.78 -2.86  -0.0530
10 N -2.41 -0.15 3.94  -0.1863
11 S -1.31 0.97 3.69  0.4665
12 H -0.07 -2.10 0.45  0.4301
13 H 0.30 2.96 -0.58  0.3334
14 H 1.88 -2.82 -3.07  0.3300
15 H 0.99 2.24 -2.63  0.2172
16 H 1.80 -0.49 -3.70  0.3063
17 H -3.14 -0.26 4.65  0.3568
18 H -2.07 -1.10 3.71  0.3531

# 14
Density functional theory data (ωB97M-V/def2-TZVPD) for a 2-piece molecular cluster, C5H7N6S overall.

Results
relative energy (zero: lowest compared OMol25 entry of this formula, charge and spin): 85.1 kcal/mol
multiplicity: 1
HOMO-LUMO gap: 9.289 eV
charge: +1
molar mass: 183.22 g mol⁻¹

Each line ends with the Mulliken charge.
CARTESIAN COORDINATES (ANGSTROEM)
1 C -2.54 0.09 -0.44  -0.3373
2 C -3.39 -0.72 0.27  -0.3733
3 C -1.19 -1.74 -0.20  0.2228
4 C 0.85 -2.06 -0.32  0.1372
5 C 1.71 -0.80 -0.06  1.0637
6 N -1.33 -0.52 -0.64  0.0215
7 N 1.46 -3.13 -0.48  -0.2572
8 N 3.00 -1.52 -0.03  -0.2114
9 N 2.83 -2.72 -0.19  -0.3307
10 N 1.46 -0.16 1.20  -0.5904
11 N 1.46 0.20 -1.05  -0.6579
12 S -2.59 -2.22 0.70  -0.0016
13 H -2.63 1.13 -0.74  0.4082
14 H -4.33 -0.44 0.50  0.5037
15 H 2.33 -0.37 1.78  0.3236
16 H 0.65 -0.44 1.72  0.2376
17 H 1.79 0.28 -1.98  0.2127
18 H 1.83 1.04 -0.64  0.2533
19 H -0.37 0.01 -1.05  0.3756

# 15
Density functional theory data (ωB97M-V/def2-TZVPD) for a single C5H7NO molecule.

Results
relative energy (zero: lowest compared OMol25 entry of this formula, charge and spin): 30.2 kcal/mol
multiplicity: 1
HOMO-LUMO gap: 8.463 eV
molar mass: 97.12 g mol⁻¹

Each line ends with the Mulliken charge.
CARTESIAN COORDINATES (ANGSTROEM)
1 C -2.20 0.26 -0.36  -0.9752
2 C -0.88 0.41 -0.29  0.7355
3 C 0.16 -0.38 -0.94  -0.7483
4 C 1.17 -0.42 -0.05  0.3791
5 N 2.23 -1.29 0.06  -0.5467
6 O 1.09 0.50 0.95  -0.4067
7 C -0.12 1.25 0.71  -0.3752
8 H -2.87 0.77 0.32  0.2758
9 H -2.63 -0.44 -1.08  0.2656
10 H 0.03 -1.04 -1.79  0.3534
11 H 1.95 -2.22 -0.23  0.2557
12 H 2.64 -1.29 0.98  0.2811
13 H -0.63 1.38 1.67  0.3023
14 H 0.16 2.23 0.30  0.2036

# 16
Density functional theory data (ωB97M-V/def2-TZVPD) for a 3-piece molecular cluster, C5H7NO overall.

Results
relative energy (zero: lowest compared OMol25 entry of this formula, charge and spin): 60.0 kcal/mol
multiplicity: 1
HOMO-LUMO gap: 9.717 eV
molar mass: 97.12 g mol⁻¹

Each line ends with the Mulliken charge.
CARTESIAN COORDINATES (ANGSTROEM)
1 O 0.36 -2.16 -1.60  -0.6310
2 C 0.18 -1.22 -0.84  0.4472
3 C -0.76 -0.08 -1.05  -0.7090
4 C -1.36 0.52 0.09  -0.2703
5 C -0.55 0.69 1.18  -0.3236
6 C 0.77 0.20 1.00  -0.3458
7 N 0.91 -1.02 0.32  -0.1394
8 H -1.27 -0.08 -2.01  0.3834
9 H 0.49 0.87 -1.02  0.1066
10 H -2.33 1.01 0.02  0.3632
11 H -0.79 1.34 2.02  0.3540
12 H 1.55 0.39 1.74  0.4138
13 H 1.02 1.06 -0.26  0.0952
14 H 1.78 -1.52 0.39  0.2557